{
  "formula": "C7H14N2O3S",
  "method": "wB97M-V/def2-TZVPD",
  "species": ["H", "C", "H", "H", "S", "H", "H", "O", "N", "H", "C", "H", "H", "C", "O", "H", "C", "H", "C", "H", "C", "H", "N", "H", "H", "O", "C"],
  "xyz": [[3.94, -2.64, -0.77], [-2.00, -0.96, 0.62], [1.92, -0.21, 1.46], [-2.03, -0.41, 1.63], [3.33, -0.33, -0.61], [0.33, -0.60, -0.81], [3.25, -2.30, 0.97], [-0.12, 3.30, -0.88], [-2.94, -2.15, 0.69], [2.10, 1.34, 0.90], [0.10, 2.56, 0.27], [-1.94, 1.81, -1.41], [2.19, -2.66, -0.71], [3.08, -2.17, -0.27], [0.79, 2.96, 1.15], [-2.71, -2.63, -0.15], [1.96, 0.23, 0.45], [-0.58, 0.57, 1.05], [-2.42, 0.00, -0.54], [0.15, 4.15, -0.65], [0.75, 0.35, -0.46], [-3.93, -1.80, 0.36], [-1.74, 1.32, -0.57], [-0.99, -1.41, 0.72], [1.28, 0.88, -1.28], [-3.36, -0.35, -1.26], [-0.42, 1.16, 0.14]],
  "largest_force_ev_per_a": 5.9,
  "e_above_lowest_kj_mol": 252.57,
  "smiles": "CSCC[C@H](NC(=O)CN)C(=O)O"
}